# C32H108N8O18

A 18-piece molecular cluster, C32H108N8O18 overall at a distorted geometry (ωB97M-V/def2-TZVPD, OMol25).

calculated total energy	-3075.7702	Eh
Kohn-Sham gap (spin up / spin down)	7.5 / 1.5	eV
relative energy (zero: lowest compared OMol25 entry of this formula, charge and spin)	46.4	kcal/mol
HOMO (spin up / spin down)	-0.372 / -0.372	Ha
<S²>	0.758

```
! wB97M-V def2-TZVPD RIJCOSX def2/J DEFGRID3
* xyz 1 2
C 11.778 -4.600 15.563
C 11.984 -4.006 16.946
C 10.866 -3.154 17.314
O 10.740 -1.949 16.554
C 9.597 -1.216 16.976
N 12.013 -5.226 17.776
H 12.751 -4.858 15.145
H 11.258 -3.954 14.856
H 11.099 -5.448 15.480
H 12.949 -3.586 17.226
H 10.740 -2.961 18.379
H 9.922 -3.652 17.094
H 9.372 -1.119 18.038
H 8.684 -1.632 16.550
H 9.706 -0.192 16.618
H 12.112 -4.931 18.737
H 11.099 -5.657 17.761
C 7.274 2.354 21.263
C 8.684 1.922 20.684
C 9.832 2.674 21.399
O 9.648 4.147 21.257
C 10.787 4.807 21.879
N 8.783 0.494 20.874
H 7.299 2.582 22.329
H 6.585 1.509 21.253
H 6.879 3.241 20.768
H 8.845 2.054 19.614
H 10.806 2.365 21.019
H 9.906 2.417 22.456
H 11.767 4.341 21.772
H 10.582 4.878 22.947
H 10.886 5.858 21.608
H 8.626 0.274 21.847
H 9.758 0.245 20.789
C 2.536 -1.606 14.417
C 2.467 -0.985 13.042
C 3.391 0.237 12.953
O 2.916 1.311 13.789
C 3.580 2.493 13.417
N 2.834 -1.998 12.011
H 1.912 -2.494 14.314
H 2.094 -0.908 15.128
H 3.522 -1.985 14.687
H 1.467 -0.606 12.829
H 3.461 0.552 11.912
H 4.354 -0.089 13.346
H 3.496 3.198 14.244
H 3.106 2.886 12.517
H 4.619 2.403 13.099
H 2.304 -1.801 11.174
H 2.499 -2.923 12.236
C 1.004 9.676 17.516
C 0.887 8.695 16.422
C 0.006 7.406 16.780
O 0.501 6.746 17.966
C 1.550 5.777 17.796
N 0.417 9.335 15.169
H 1.868 10.325 17.373
H 1.193 9.155 18.455
H 0.108 10.292 17.589
H 1.890 8.334 16.198
H -0.267 6.737 15.964
H -0.931 7.881 17.073
H 2.535 6.179 17.561
H 1.225 4.993 17.113
H 1.723 5.234 18.725
H 0.005 8.609 14.600
H -0.418 9.842 15.424
C 0.495 1.930 19.424
C 0.353 1.808 20.958
C 0.852 3.020 21.753
O 2.146 3.546 21.373
C 2.332 4.883 21.760
N -1.000 1.569 21.197
H 0.031 2.814 18.986
H 0.128 1.019 18.951
H 1.557 2.076 19.228
H 0.881 0.886 21.204
H 1.007 2.739 22.794
H 0.115 3.814 21.630
H 3.371 5.161 21.583
H 2.219 4.730 22.833
H 1.551 5.592 21.484
H -1.530 2.363 20.870
H -1.101 1.470 22.197
C 4.742 10.311 18.775
C 5.903 9.935 17.871
C 5.442 9.799 16.408
O 4.535 8.751 16.065
C 5.103 7.446 15.872
N 6.928 10.970 18.075
H 4.016 9.501 18.845
H 4.295 11.262 18.486
H 5.031 10.367 19.825
H 6.177 8.956 18.262
H 6.282 9.952 15.730
H 4.826 10.660 16.150
H 5.782 7.256 16.703
H 5.585 7.396 14.896
H 4.410 6.606 15.922
H 6.616 11.901 17.838
H 7.782 10.966 17.536
C 7.628 6.048 22.972
C 7.203 6.298 21.465
C 6.307 7.493 21.252
O 5.001 7.131 21.771
C 4.204 8.254 21.879
N 8.421 6.464 20.760
H 8.470 5.358 23.033
H 6.711 5.746 23.477
H 8.098 6.907 23.450
H 6.703 5.386 21.139
H 6.220 7.777 20.204
H 6.692 8.256 21.930
H 3.245 8.002 22.331
H 4.061 8.816 20.956
H 4.785 8.899 22.538
H 8.923 5.596 20.888
H 9.038 7.092 21.256
C 7.371 1.916 16.369
C 6.371 2.968 15.991
C 5.719 3.634 17.125
O 4.966 2.777 17.964
C 4.249 3.371 18.973
N 7.014 3.950 15.224
H 7.121 1.230 17.179
H 8.343 2.372 16.558
H 7.492 1.280 15.492
H 5.574 2.571 15.362
H 5.171 4.497 16.747
H 6.404 4.133 17.811
H 3.789 2.630 19.627
H 3.494 4.048 18.572
H 5.003 3.901 19.553
H 7.827 4.305 15.706
H 7.394 3.529 14.388
O 8.311 6.090 17.973
H 8.051 5.532 18.706
H 8.367 6.969 18.349
O 6.990 0.701 12.316
H 7.335 1.508 12.697
H 6.861 0.118 13.064
O 9.905 5.010 15.907
H 9.463 5.461 16.626
H 10.415 4.321 16.332
O 8.517 3.141 13.217
H 8.739 4.065 13.100
H 9.348 2.679 13.108
O 6.761 -1.042 14.427
H 6.392 -0.924 15.302
H 7.706 -1.101 14.571
O 5.695 -0.908 16.996
H 6.161 -1.019 17.824
H 4.813 -0.636 17.251
O 4.603 -0.420 20.117
H 5.421 -0.259 19.647
H 4.501 0.342 20.688
O 3.304 0.414 17.875
H 3.347 0.123 18.786
H 3.803 1.231 17.859
O 4.552 3.133 23.001
H 3.761 3.113 22.462
H 4.242 3.368 23.875
O 8.847 6.430 13.307
H 8.290 7.150 13.009
H 8.342 6.007 14.001
*
```

Löwdin population analysis, charges in e, atoms 1 to 5: C -0.060; C -0.433; C -0.246; O -0.158; C -0.115